9
Properties=species:S:1:pos:R:3:forces:R:3 method="wB97M-V/def2-TZVPD" lumo_ev=0.185 charge=0 gap_ev=10.65 de_lowest_kcal_mol=57.1 e_homo_ev=-10.5
C 0.709058 -0.245252 -0.017351 -1.09 -0.34 1.82
N -0.570933 -0.462075 -0.352928 -0.62 0.22 0.80
O 0.239190 -0.409887 -2.736669 -1.26 -0.25 0.15
O -1.615240 1.088605 -1.992774 -0.45 0.61 -0.26
O 0.820686 -0.142754 1.352469 -2.02 0.07 -1.34
S -1.195058 -0.281903 -1.994714 0.75 -0.29 -0.22
H 0.900692 -0.283453 -2.045909 1.08 0.25 0.53
H -1.384530 -0.368562 0.341303 1.39 -0.22 -1.08
H -0.133835 -0.136833 1.740030 2.22 -0.06 -0.40


9
Properties=species:S:1:pos:R:3:forces:R:3 method="wB97M-V/def2-TZVPD" lumo_ev="-1.623 / -1.369" charge=0 gap_ev="7.98 / 8.48" de_lowest_kcal_mol=205.7 e_homo_ev="-9.6 / -9.9"
C 0.075983 -0.038861 -0.355971 1.17 -0.07 2.62
N 1.034234 0.616580 -1.152449 0.82 0.60 -1.72
O 3.166367 -1.028874 -0.191526 0.07 0.53 -0.02
O 1.745010 1.444339 -0.650215 -1.61 0.55 -1.50
O 2.691088 -0.391364 0.821219 -0.35 -1.36 0.42
O 2.745090 0.876297 0.776306 1.63 0.17 1.54
H 0.500419 -0.993897 -0.102626 0.81 -0.53 0.58
H -0.182409 0.477762 0.569188 -0.15 0.10 -0.14
H -0.694189 -0.423941 -0.906224 -2.39 0.02 -1.79


9
Properties=species:S:1:pos:R:3:forces:R:3 method="wB97M-V/def2-TZVPD" lumo_ev="-0.626 / -0.786" charge=0 gap_ev="9.17 / 8.97" de_lowest_kcal_mol=123.3 e_homo_ev="-9.8 / -9.8"
N 0.152384 0.652685 -0.260456 2.41 -1.99 -1.20
C -0.782187 -0.135527 0.110453 -2.03 1.65 2.48
O 1.037141 -0.768083 -1.028429 0.63 0.42 0.28
O 2.036484 -1.256550 -0.172862 -0.75 0.23 -0.36
O -1.524836 1.597093 0.336213 -0.53 -0.91 0.06
O -1.246596 -1.049464 0.655037 0.41 0.50 -1.11
H 1.604229 -2.042553 0.202521 0.10 0.14 0.04
H -1.388805 1.815035 1.274114 0.07 -0.19 -0.27
H 0.112187 1.187364 -1.116593 -0.31 0.15 0.07